[1]
DFT (the ωB97M-V functional and the def2-TZVPD basis) results for a 2-piece molecular cluster, C2H7N2O2 overall in a non-equilibrium geometry.

CARTESIAN COORDINATES (ANGSTROEM)
O1 -2.476 -0.449 -1.831
O2 -0.790 0.489 -0.610
N1 1.185 1.658 0.916
N2 -1.705 -1.639 -0.036
C1 -1.598 -0.451 -0.944
C2 1.808 0.354 0.476
H1 0.297 1.695 0.386
H2 1.763 2.427 0.612
H3 1.029 -0.385 0.696
H4 2.011 0.305 -0.614
H5 -1.658 -2.486 -0.581
H6 2.700 0.122 1.056
H7 -2.568 -1.639 0.473

frontier orbital gap	8.1434	eV
E_HOMO	-0.1397	hartree
total charge	-1
multiplicity	1

---

[2]
DFT (the ωB97M-V functional and the def2-TZVPD basis) results for C18H30InNO2P2 as an isolated structure in a non-equilibrium geometry.

CARTESIAN COORDINATES (ANGSTROEM)
In1 -0.101 0.539 0.301
P1 2.186 -0.655 -0.027
P2 -2.267 0.954 -1.028
O1 -0.525 4.475 -1.000
O2 1.274 3.149 -2.539
N1 -0.141 -0.985 -1.948
C1 3.850 -0.050 0.477
C2 -1.403 -2.139 -3.605
C3 -0.177 -0.996 5.705
C4 -3.825 1.135 -0.080
C5 -0.238 -2.668 -4.144
C6 2.242 -2.322 0.700
C7 0.998 -1.484 -2.444
C8 -2.353 2.230 -2.317
C9 0.657 0.582 3.538
C10 -0.746 -1.179 4.446
C11 0.979 -2.322 -3.568
C12 -1.315 -1.234 -2.542
C13 -0.860 -0.761 1.997
C14 1.311 0.671 4.769
C15 -0.310 -0.423 3.335
C16 0.889 -0.091 5.870
C17 2.322 -1.084 -1.801
C18 -2.565 -0.542 -2.052
H1 4.626 -0.826 0.316
H2 -0.410 4.694 -0.058
H3 -4.697 1.253 -0.747
H4 2.156 3.262 -2.916
H5 -0.545 -1.582 6.558
H6 -1.024 5.244 -1.325
H7 2.166 1.347 4.885
H8 -2.375 -2.411 -4.005
H9 -0.269 -3.336 -5.001
H10 1.366 0.013 6.853
H11 1.027 4.029 -2.182
H12 3.029 -1.925 -1.897
H13 -0.654 -1.802 1.721
H14 -1.532 -1.927 4.302
H15 2.117 -2.267 1.784
H16 0.946 1.296 2.751
H17 -1.942 -0.610 1.948
H18 -3.173 -1.231 -1.447
H19 3.206 -2.785 0.456
H20 4.107 0.863 -0.085
H21 -3.339 2.197 -2.810
H22 -1.559 2.034 -3.046
H23 -3.971 0.257 0.565
H24 2.715 -0.181 -2.307
H25 1.433 -2.933 0.298
H26 -3.740 2.016 0.573
H27 -3.153 -0.220 -2.928
H28 -2.135 3.212 -1.882
H29 1.922 -2.694 -3.962
H30 3.820 0.213 1.548

frontier orbital gap	6.1386	eV
E_HOMO	-0.5101	hartree
total charge	+2
multiplicity	1

---

[3]
DFT (the ωB97M-V functional and the def2-TZVPD basis) results for C11H6Cl6GeKNO2S as an isolated structure.

CARTESIAN COORDINATES (ANGSTROEM)
Ge1 3.760 -0.680 -0.086
K1 0.044 0.603 0.297
Cl1 5.495 0.815 -0.232
Cl2 4.436 -1.672 1.869
Cl3 -1.359 5.540 -1.664
Cl4 -2.704 3.784 -6.588
Cl5 -0.736 0.306 -2.953
Cl6 4.669 -2.255 -1.502
S1 -1.823 -1.655 1.732
O1 0.597 -0.253 2.700
O2 -0.598 2.690 -1.204
N1 0.473 -1.475 3.134
C1 1.424 -3.221 4.455
C2 -1.695 2.169 -4.638
C3 -1.483 4.221 -2.800
C4 0.322 -4.027 4.170
C5 1.464 -1.961 3.917
C6 -0.666 -3.536 3.353
C7 -0.619 -2.244 2.788
C8 -1.053 2.930 -2.349
C9 -1.977 4.485 -4.060
C10 -2.081 3.456 -4.980
C11 -1.207 1.935 -3.372
H1 -1.773 1.359 -5.349
H2 2.254 -3.563 5.057
H3 -1.526 -4.135 3.090
H4 0.249 -5.032 4.568
H5 2.282 -1.269 4.040
H6 -2.276 5.490 -4.324

frontier orbital gap	6.3344	eV
E_HOMO	-0.0843	hartree
total charge	-2
multiplicity	1

---

[4]
DFT (the ωB97M-V functional and the def2-TZVPD basis) results for C39H34ClN3RuSSi2 as an isolated structure in a non-equilibrium geometry.

CARTESIAN COORDINATES (ANGSTROEM)
Ru1 -0.840 0.041 2.331
Cl1 -2.821 -1.221 -2.787
S1 -3.691 3.618 0.818
Si1 -0.827 -0.609 -2.843
Si2 2.006 1.115 0.083
N1 -2.411 -1.095 1.208
N2 -2.409 1.513 1.622
N3 -4.445 -1.186 0.329
C1 2.159 3.672 -1.374
C2 -0.117 1.200 3.990
C3 3.224 0.053 -3.791
C4 3.642 -0.937 -1.215
C5 -4.688 -4.404 2.190
C6 -0.581 0.731 -1.511
C7 -0.374 2.852 0.366
C8 -0.068 -2.640 -1.178
C9 -3.414 1.071 0.783
C10 0.130 0.494 -0.238
C11 -1.510 0.933 4.250
C12 -0.385 -1.096 4.237
C13 2.451 0.513 -2.699
C14 0.168 -2.119 -2.455
C15 1.741 -4.226 -1.440
C16 1.149 -2.717 -3.254
C17 4.169 5.021 -1.508
C18 0.202 1.575 0.742
C19 0.748 -3.647 -0.650
C20 -2.877 -2.410 1.352
C21 -4.274 2.062 0.318
C22 -3.399 -0.370 0.614
C23 -2.442 2.848 1.723
C24 4.728 4.235 -0.475
C25 3.991 3.189 0.104
C26 -4.183 -2.471 0.831
C27 4.236 -0.899 -3.596
C28 0.572 -0.068 3.937
C29 -5.104 -3.438 1.255
C30 -2.416 -3.426 2.202
C31 -1.128 2.980 -0.778
C32 -1.666 -0.488 4.404
C33 -3.345 -4.417 2.615
C34 2.722 2.838 -0.393
C35 -1.250 1.929 -1.695
C36 2.717 0.096 -1.391
C37 2.859 4.764 -1.912
C38 1.907 -3.785 -2.755
C39 4.425 -1.397 -2.292
H1 -0.851 -2.217 -0.544
H2 -2.272 1.691 4.375
H3 5.205 -2.152 -2.131
H4 -1.374 -3.407 2.547
H5 2.578 0.513 1.319
H6 -0.227 3.705 1.043
H7 4.417 2.620 0.942
H8 1.372 -2.323 -4.248
H9 2.706 -4.219 -3.361
H10 5.754 4.421 -0.146
H11 -6.120 -3.352 0.861
H12 3.039 0.464 -4.797
H13 -5.186 1.879 -0.259
H14 0.105 -0.553 0.133
H15 -2.592 -1.005 4.620
H16 0.638 -3.924 0.388
H17 1.154 3.500 -1.756
H18 -3.045 -5.225 3.294
H19 0.349 2.175 3.871
H20 4.756 5.802 -2.001
H21 2.389 5.392 -2.677
H22 1.632 -0.215 3.765
H23 -5.294 -0.872 -0.131
H24 -1.700 3.899 -0.976
H25 -5.437 -5.105 2.579
H26 -1.888 2.073 -2.576
H27 3.772 -1.357 -0.212
H28 2.371 -5.017 -1.024
H29 1.650 1.247 -2.876
H30 4.894 -1.208 -4.441
H31 -0.603 -0.176 -4.160
H32 -1.734 3.422 2.324
H33 0.397 1.399 1.847
H34 -0.137 -2.147 4.331

frontier orbital gap (alpha / beta)	5.3137 / 6.1208	eV
expectation value of S²	6.0239
E_HOMO (alpha / beta)	-0.4469 / -0.4962	hartree
total charge	+2
multiplicity	5

---

[5]
DFT (the ωB97M-V functional and the def2-TZVPD basis) results for C38H45N8O2S3Ti as an isolated structure in a non-equilibrium geometry.

CARTESIAN COORDINATES (ANGSTROEM)
Ti1 -0.185 -0.520 -1.537
S1 2.307 2.252 -3.212
S2 0.852 -0.796 -4.004
S3 -0.858 2.184 -4.582
O1 0.577 -2.108 -1.425
O2 -0.910 2.373 4.458
N1 -0.356 1.494 -1.142
N2 -0.484 3.541 -0.466
N3 -1.273 -0.690 0.299
N4 -0.821 2.540 6.640
N5 -1.707 3.284 -0.996
N6 -0.043 3.570 6.072
N7 -1.927 -1.665 2.115
N8 -0.590 -1.525 2.279
C1 -0.060 4.133 2.439
C2 3.358 -1.843 -0.509
C3 -2.905 0.278 6.721
C4 -0.690 -5.236 -0.073
C5 2.833 -2.804 0.555
C6 -0.945 0.708 -5.619
C7 3.009 1.073 -4.386
C8 -0.729 -4.299 -3.389
C9 -0.235 -0.929 1.172
C10 -1.488 -3.994 -2.089
C11 1.634 3.504 -4.334
C12 -1.302 1.870 5.658
C13 1.569 5.034 3.967
C14 -2.819 -1.305 4.414
C15 1.325 -4.687 1.074
C16 -2.127 0.655 5.638
C17 -0.545 -4.126 -0.893
C18 2.127 5.761 2.927
C19 0.543 -3.260 -0.676
C20 -3.614 -1.677 5.496
C21 1.592 5.681 1.645
C22 -2.286 -2.689 -2.218
C23 0.288 -0.188 -5.620
C24 -3.656 -0.888 6.637
C25 -0.190 4.889 0.054
C26 0.477 4.207 3.717
C27 0.546 3.057 -5.326
C28 -1.596 2.043 -1.382
C29 -2.314 -1.181 0.947
C30 0.230 -5.516 0.929
C31 2.830 -2.105 1.936
C32 -2.094 -0.131 4.490
C33 -2.744 -2.214 3.201
C34 -0.127 3.422 4.802
C35 1.518 -3.550 0.282
C36 0.304 2.481 -0.560
C37 0.487 4.880 1.401
C38 2.622 -0.383 -4.124
H1 -1.157 5.374 0.128
H2 0.114 -6.394 1.556
H3 -0.933 3.511 2.262
H4 0.969 2.419 -6.102
H5 2.983 6.399 3.115
H6 3.796 -2.223 2.434
H7 3.438 -2.334 -1.480
H8 2.030 6.262 0.840
H9 -2.308 -3.171 3.470
H10 2.662 -1.024 1.836
H11 3.040 -1.009 -4.912
H12 -3.341 -1.168 0.614
H13 1.241 4.273 -3.666
H14 0.783 -0.634 0.986
H15 -2.413 1.521 -1.855
H16 -2.899 -2.514 -1.335
H17 2.699 1.381 -5.383
H18 -1.639 -1.826 -2.354
H19 -1.461 0.182 3.675
H20 -4.197 -2.595 5.454
H21 2.461 3.947 -4.887
H22 -1.814 0.169 -5.242
H23 3.571 -3.603 0.601
H24 -1.406 -4.269 -4.249
H25 1.328 2.457 -0.216
H26 -0.282 -5.296 -3.344
H27 -2.949 -2.738 -3.083
H28 2.058 -2.504 2.598
H29 -3.736 -2.396 2.799
H30 0.068 -3.577 -3.552
H31 -1.529 -5.907 -0.239
H32 1.971 5.093 4.973
H33 0.149 3.941 -5.821
H34 4.094 1.147 -4.349
H35 -2.232 -4.777 -1.959
H36 3.026 -0.728 -3.173
H37 2.730 -0.971 -0.623
H38 0.398 5.435 -0.679
H39 1.127 0.327 -6.080
H40 2.077 -4.926 1.823
H41 -1.166 1.008 -6.643
H42 -4.280 -1.185 7.470
H43 -2.919 0.892 7.616
H44 0.085 -1.078 -6.214
H45 4.353 -1.497 -0.216

frontier orbital gap (alpha / beta)	7.0050 / 8.4298	eV
expectation value of S²	2.0040
E_HOMO (alpha / beta)	-0.3282 / -0.3837	hartree
total charge	+1
multiplicity	3

---

[6]
DFT (the ωB97M-V functional and the def2-TZVPD basis) results for C33H28Ge2N5RuS3 as an isolated structure.

CARTESIAN COORDINATES (ANGSTROEM)
Ru1 0.133 1.168 -0.293
Ge1 0.387 -1.343 -0.400
Ge2 0.534 -1.742 -2.856
S1 -0.161 1.463 4.550
S2 0.358 3.428 -0.699
S3 2.399 1.069 -0.275
N1 -0.140 1.410 2.020
N2 -1.987 1.164 0.051
N3 4.212 7.747 1.411
N4 6.868 4.659 1.915
N5 -3.728 0.951 1.402
C1 -2.398 1.125 1.304
C2 -3.293 1.073 -2.111
C3 -0.862 -0.829 -3.853
C4 -3.724 -2.769 1.521
C5 1.956 3.765 -0.069
C6 -5.526 0.722 -0.371
C7 -1.451 1.268 2.403
C8 -1.456 -2.023 1.821
C9 1.883 -2.215 0.484
C10 -3.133 1.037 -0.730
C11 2.792 -2.990 -0.232
C12 -4.572 0.913 -2.602
C13 4.061 -3.433 1.759
C14 5.816 4.503 1.485
C15 2.330 5.067 0.258
C16 -1.655 1.275 3.747
C17 3.948 6.669 1.119
C18 -4.234 0.886 0.110
C19 3.175 -2.649 2.488
C20 4.505 4.268 0.944
C21 0.644 1.513 3.055
C22 -5.670 0.731 -1.744
C23 2.103 -2.046 1.854
C24 -2.359 -2.247 -0.386
C25 2.861 2.717 0.116
C26 3.868 -3.601 0.399
C27 3.592 5.321 0.767
C28 -3.569 -2.672 0.146
C29 0.368 -3.674 -3.049
C30 4.138 2.976 0.610
C31 -1.280 -1.925 0.439
C32 -2.664 -2.444 2.358
C33 2.247 -1.019 -3.422
H1 4.559 -4.202 -0.177
H2 4.844 2.167 0.744
H3 -0.596 -4.023 -2.681
H4 -4.663 -3.109 1.938
H5 -4.254 0.878 2.256
H6 -6.655 0.610 -2.172
H7 -2.269 -2.170 -1.465
H8 0.431 -3.898 -4.115
H9 -2.452 1.238 -2.770
H10 4.900 -3.905 2.252
H11 -0.679 0.247 -3.836
H12 3.091 -1.543 -2.978
H13 1.637 5.886 0.121
H14 2.678 -3.135 -1.298
H15 -6.377 0.600 0.284
H16 -1.866 -1.027 -3.483
H17 -4.387 -2.929 -0.513
H18 1.442 -1.420 2.443
H19 2.313 0.032 -3.142
H20 -0.643 -1.798 2.499
H21 -2.576 1.178 4.296
H22 1.156 -4.215 -2.532
H23 -2.774 -2.537 3.431
H24 -0.806 -1.159 -4.892
H25 2.325 -1.092 -4.507
H26 3.327 -2.508 3.550
H27 1.714 1.630 2.973
H28 -4.737 0.939 -3.670

frontier orbital gap (alpha / beta)	7.5024 / 5.8955	eV
expectation value of S²	6.0280
E_HOMO (alpha / beta)	-0.3952 / -0.4165	hartree
total charge	+1
multiplicity	5

---

Energy relative to the best compared isomer or geometry (same formula, charge and spin) (kcal per mole)
17.18, 0.00, 0.00, 30.43, 4.45, 0.00